[1]
{"formula": "C52H46AsN6O4PtS2Te", "method": "the ωB97M-V functional and the def2-TZVPD basis", "symbols": ["Pt", "N", "C", "C", "C", "C", "C", "C", "S", "O", "O", "N", "C", "N", "C", "C", "C", "N", "H", "H", "H", "H", "H", "H", "H", "H", "H", "O", "S", "O", "N", "C", "C", "C", "C", "C", "C", "C", "C", "N", "C", "C", "C", "C", "C", "C", "C", "H", "H", "H", "H", "H", "H", "H", "H", "H", "H", "H", "C", "C", "C", "C", "C", "C", "Te", "C", "C", "C", "H", "H", "H", "H", "H", "H", "H", "H", "H", "H", "H", "C", "C", "C", "C", "C", "C", "As", "C", "C", "C", "C", "C", "C", "C", "C", "C", "C", "C", "C", "H", "H", "H", "H", "H", "H", "H", "H", "H", "H", "H", "H", "H", "H", "H"], "positions_angstrom": [[0.630, -0.191, -0.545], [8.403, 2.490, 0.104], [7.144, 2.094, 0.493], [6.916, 0.793, 0.954], [5.641, 0.380, 1.285], [4.572, 1.262, 1.174], [4.786, 2.563, 0.738], [6.058, 2.973, 0.392], [2.976, 0.655, 1.591], [2.598, 1.091, 2.921], [3.036, -0.769, 1.359], [1.922, 1.239, 0.492], [1.253, 2.427, 0.693], [1.847, 3.455, 1.310], [1.126, 4.561, 1.447], [-0.167, 4.683, 0.961], [-0.683, 3.565, 0.327], [-0.001, 2.432, 0.216], [9.187, 1.950, 0.426], [8.578, 3.475, 0.015], [7.746, 0.101, 1.039], [5.468, -0.636, 1.616], [3.956, 3.256, 0.679], [6.221, 3.985, 0.042], [1.609, 5.387, 1.959], [-0.731, 5.599, 1.058], [-1.683, 3.566, -0.095], [-1.223, 0.240, 1.635], [-1.528, -1.187, 1.525], [-2.890, -1.560, 1.283], [-0.503, -1.685, 0.389], [-0.209, -3.032, 0.155], [-0.707, -4.108, 0.849], [-0.284, -5.423, 0.558], [0.616, -5.672, -0.434], [1.115, -4.593, -1.200], [1.995, -4.786, -2.287], [2.387, -3.718, -3.039], [1.922, -2.440, -2.684], [1.143, -2.213, -1.653], [0.711, -3.277, -0.908], [-1.074, -1.926, 3.073], [-2.048, -2.548, 3.841], [-1.683, -3.138, 5.043], [-0.357, -3.121, 5.455], [0.608, -2.492, 4.678], [0.250, -1.882, 3.484], [-1.444, -3.975, 1.622], [-0.696, -6.237, 1.139], [0.938, -6.679, -0.664], [2.330, -5.789, -2.522], [3.037, -3.827, -3.895], [2.202, -1.591, -3.288], [-3.072, -2.571, 3.490], [-2.434, -3.628, 5.649], [-0.076, -3.602, 6.384], [1.646, -2.481, 4.988], [1.009, -1.440, 2.856], [-5.437, 0.043, 7.097], [-4.227, 0.478, 6.325], [-2.955, 0.386, 6.878], [-1.825, 0.793, 6.184], [-0.474, 0.670, 6.830], [-1.999, 1.296, 4.883], [-0.331, 1.794, 3.788], [-3.279, 1.443, 4.307], [-3.485, 2.078, 2.961], [-4.367, 1.018, 5.047], [-5.163, -0.538, 7.976], [-6.100, -0.560, 6.475], [-6.007, 0.912, 7.432], [-2.840, -0.010, 7.881], [-0.570, 0.651, 7.915], [0.189, 1.503, 6.583], [0.021, -0.250, 6.518], [-2.864, 1.617, 2.192], [-3.257, 3.148, 3.000], [-4.524, 1.980, 2.650], [-5.359, 1.116, 4.620], [-1.254, 0.046, -6.353], [-0.371, 1.117, -6.414], [0.390, 1.455, -5.306], [0.276, 0.717, -4.129], [-0.624, -0.343, -4.066], [-1.384, -0.680, -5.179], [1.320, 1.117, -2.552], [3.162, 0.690, -2.976], [3.924, -0.008, -2.046], [5.259, -0.286, -2.311], [5.832, 0.130, -3.502], [5.073, 0.827, -4.434], [3.741, 1.110, -4.171], [1.392, 3.046, -2.569], [0.265, 3.780, -2.929], [0.309, 5.166, -2.918], [1.473, 5.822, -2.535], [2.592, 5.090, -2.166], [2.556, 3.702, -2.186], [-1.848, -0.214, -7.219], [-0.281, 1.694, -7.325], [1.054, 2.309, -5.358], [-0.740, -0.901, -3.146], [-2.082, -1.505, -5.121], [3.484, -0.351, -1.117], [5.847, -0.826, -1.579], [6.873, -0.087, -3.708], [5.518, 1.154, -5.365], [3.163, 1.662, -4.902], [-0.646, 3.275, -3.227], [-0.564, 5.735, -3.212], [1.508, 6.903, -2.532], [3.501, 5.599, -1.871], [3.439, 3.133, -1.915]], "lowdin_spin": [1.344, 0.000, 0.000, 0.000, 0.001, 0.003, 0.000, 0.000, 0.015, 0.033, 0.001, 0.115, 0.016, 0.005, 0.006, 0.010, 0.013, 0.053, 0.000, 0.000, 0.000, 0.000, 0.000, 0.000, 0.000, 0.000, 0.000, 0.108, 0.024, 0.009, 0.090, 0.000, 0.017, -0.001, 0.014, 0.002, 0.004, 0.003, 0.017, 0.123, 0.006, 0.007, 0.001, 0.005, 0.000, 0.005, 0.013, 0.001, 0.000, 0.001, 0.000, 0.001, 0.001, 0.000, 0.000, 0.000, 0.000, 0.002, 0.011, 0.058, -0.005, 0.059, 0.042, 0.119, 1.381, 0.051, 0.029, -0.005, 0.000, 0.002, 0.004, -0.001, 0.002, 0.026, 0.003, 0.011, 0.006, 0.001, -0.001, 0.000, 0.001, 0.004, 0.022, 0.006, 0.000, 0.069, 0.007, -0.001, 0.000, 0.000, 0.001, 0.002, 0.009, 0.004, 0.000, 0.004, 0.000, 0.004, 0.000, 0.000, 0.000, 0.004, 0.000, -0.001, 0.000, 0.000, 0.000, 0.000, 0.000, 0.000, 0.000, 0.000, 0.000], "total_charge": 1, "gap_ev": [7.29, 4.99], "homo_energy_ev": [-9.3, -10.0], "lumo_ev": [-1.970, -4.959], "spin_multiplicity": 5}

***

[2]
{"formula": "C52H46Cl3GeN2O2PbS6Sb", "method": "the ωB97M-V functional and the def2-TZVPD basis", "symbols": ["Pb", "Cl", "C", "C", "C", "C", "C", "Cl", "C", "S", "H", "H", "H", "S", "Sb", "S", "S", "S", "C", "N", "C", "C", "N", "C", "C", "C", "C", "C", "C", "C", "C", "S", "C", "C", "C", "C", "C", "C", "C", "H", "H", "H", "H", "H", "H", "H", "H", "H", "H", "H", "H", "H", "H", "H", "H", "H", "H", "Cl", "C", "C", "C", "C", "C", "C", "C", "H", "H", "H", "H", "H", "H", "O", "C", "O", "C", "C", "Ge", "C", "C", "C", "C", "C", "C", "C", "C", "C", "C", "C", "C", "C", "C", "C", "C", "C", "C", "H", "H", "H", "H", "H", "H", "H", "H", "H", "H", "H", "H", "H", "H", "H", "H", "H", "H", "H"], "positions_angstrom": [[-0.135, 0.117, 1.747], [-1.704, 2.301, 0.727], [-0.842, 3.700, 1.306], [-1.061, 4.870, 0.600], [-0.451, 6.044, 1.000], [0.362, 6.041, 2.121], [0.575, 4.866, 2.811], [1.594, 4.919, 4.200], [0.009, 3.632, 2.419], [0.404, 2.218, 3.356], [-1.698, 4.858, -0.270], [-0.613, 6.957, 0.451], [0.831, 6.947, 2.472], [1.397, -5.512, 1.298], [0.811, -3.582, 2.305], [-1.109, -2.928, -0.819], [0.537, -2.194, 0.129], [-1.774, -1.417, 3.174], [-3.169, -1.039, 2.163], [-4.013, -0.042, 2.607], [-5.232, 0.138, 1.858], [-4.913, 0.058, 0.371], [-4.381, -1.249, 0.097], [-4.480, -1.705, -1.269], [-5.866, -2.241, -1.500], [-6.775, -1.596, -2.325], [-8.064, -2.084, -2.467], [-8.459, -3.216, -1.776], [-7.553, -3.867, -0.954], [-6.268, -3.379, -0.812], [-3.371, -1.665, 0.961], [-2.569, -3.184, 0.643], [-4.082, 0.301, 4.016], [-4.257, 1.783, 4.198], [-3.219, 2.646, 3.871], [-3.374, 4.015, 3.986], [-4.574, 4.540, 4.437], [-5.609, 3.687, 4.781], [-5.453, 2.316, 4.661], [-5.648, 1.117, 2.108], [-5.977, -0.637, 2.105], [-4.203, 0.858, 0.098], [-5.825, 0.189, -0.214], [-3.748, -2.495, -1.441], [-4.265, -0.879, -1.957], [-6.476, -0.708, -2.864], [-8.767, -1.577, -3.111], [-9.467, -3.595, -1.879], [-7.855, -4.755, -0.418], [-5.562, -3.876, -0.163], [-3.153, -0.034, 4.484], [-4.919, -0.237, 4.482], [-2.279, 2.230, 3.546], [-2.554, 4.666, 3.722], [-4.704, 5.610, 4.524], [-6.548, 4.086, 5.140], [-6.264, 1.656, 4.943], [-3.106, 2.556, -6.959], [-2.224, 2.194, -5.512], [-1.485, 3.196, -4.888], [-0.794, 2.913, -3.739], [-0.805, 1.609, -3.164], [-0.100, 1.314, -2.020], [-1.577, 0.617, -3.835], [-2.266, 0.905, -4.984], [-1.465, 4.184, -5.323], [-0.211, 3.683, -3.254], [0.491, 2.066, -1.531], [-0.090, 0.317, -1.622], [-1.600, -0.383, -3.425], [-2.842, 0.144, -5.490], [3.967, -1.547, 2.824], [3.084, -0.851, 2.365], [1.837, -1.175, 2.408], [3.397, 0.463, 1.644], [4.835, 0.524, 1.165], [5.256, -0.958, -0.127], [3.803, -1.160, -1.469], [3.300, -2.405, -1.818], [2.349, -2.543, -2.814], [1.902, -1.428, -3.498], [2.410, -0.177, -3.183], [3.343, -0.050, -2.168], [5.692, -2.739, 0.619], [7.007, -3.173, 0.701], [7.302, -4.435, 1.182], [6.281, -5.290, 1.559], [4.965, -4.871, 1.477], [4.680, -3.603, 1.011], [6.837, -0.450, -1.243], [7.000, -1.074, -2.475], [8.138, -0.877, -3.235], [9.142, -0.042, -2.775], [8.980, 0.613, -1.567], [7.837, 0.410, -0.812], [3.181, 1.286, 2.334], [2.717, 0.532, 0.787], [5.511, 0.441, 2.014], [5.014, 1.487, 0.680], [3.655, -3.287, -1.305], [1.970, -3.527, -3.055], [1.169, -1.535, -4.285], [2.082, 0.699, -3.729], [3.755, 0.924, -1.930], [7.804, -2.517, 0.376], [8.329, -4.764, 1.244], [6.512, -6.283, 1.916], [4.154, -5.534, 1.747], [3.652, -3.272, 0.955], [6.210, -1.719, -2.839], [8.249, -1.380, -4.186], [10.050, 0.084, -3.350], [9.753, 1.280, -1.213], [7.717, 0.930, 0.129]], "lowdin_spin": [0.000, 0.013, 0.000, 0.000, 0.000, 0.000, 0.000, 0.000, 0.000, 0.000, 0.000, 0.000, 0.000, 0.000, 0.000, 0.000, 0.000, 0.000, 0.000, 0.000, 0.000, 0.000, 0.000, 0.000, 0.000, 0.000, 0.000, 0.000, 0.000, 0.000, 0.000, 0.000, 0.000, 0.000, 0.000, 0.000, 0.000, 0.000, 0.000, 0.000, 0.000, 0.000, 0.000, 0.000, 0.000, 0.000, 0.000, 0.000, 0.000, 0.000, 0.000, 0.000, 0.000, 0.000, 0.000, 0.000, 0.000, 0.044, 0.151, -0.016, 0.124, 0.046, 0.461, 0.123, -0.017, -0.004, 0.006, 0.021, 0.021, 0.006, -0.004, 0.000, 0.000, 0.000, 0.000, 0.000, 0.000, 0.000, 0.004, 0.000, 0.004, 0.008, 0.005, 0.000, 0.000, 0.000, 0.000, 0.000, 0.000, 0.000, 0.000, 0.000, 0.000, 0.000, 0.000, 0.000, 0.000, 0.000, 0.000, 0.000, 0.000, 0.001, 0.003, 0.000, 0.000, 0.000, 0.000, 0.000, 0.000, 0.000, 0.000, 0.000, 0.000, 0.000], "total_charge": -1, "gap_ev": [5.91, 5.62], "homo_energy_ev": [-4.6, -4.6], "lumo_ev": [1.308, 1.022], "spin_multiplicity": 2}